[1]
Computed, not measured: a structure of composition C24H21AlClNSTe, with the ωB97M-V functional and the def2-TZVPD basis.

Structure (XYZ):
```
50
Properties=species:S:1:pos:R:3
Al -0.0084 0.1637 0.2945
Cl 2.9040 -3.0240 -0.4276
C 2.4908 -1.9123 -1.7005
C 2.5460 -2.3661 -3.0079
C 2.2430 -1.5131 -4.0550
C 1.9063 -0.1973 -3.7798
C 1.8680 0.2464 -2.4735
C 2.1490 -0.5953 -1.3941
C 2.0194 -0.0923 0.0056
H 2.8328 -3.3892 -3.2036
H 2.2781 -1.8714 -5.0710
H 1.6810 0.4834 -4.5865
H 1.6336 1.2818 -2.2700
H 2.4988 0.8924 0.0850
H 2.5392 -0.7660 0.6946
S -2.0493 0.2265 0.7655
C -0.0786 4.9625 0.0062
C 0.2991 4.2257 1.1233
C 0.3979 2.8560 1.0019
N 0.1451 2.2024 -0.1303
C -0.2264 2.9082 -1.1956
C -0.3434 4.2856 -1.1755
H -0.1741 6.0349 0.0621
H 0.5095 4.7092 2.0651
H 0.6756 2.2258 1.8398
H -0.4454 2.3380 -2.0885
H -0.6381 4.8202 -2.0669
Te -0.6035 -2.7504 0.3532
C -0.2214 -4.8858 0.0941
C 0.6375 -5.4418 -0.8381
C 0.8047 -6.8156 -0.9066
C 0.0982 -7.6523 -0.0603
C -0.7856 -7.1030 0.8528
C -0.9352 -5.7313 0.9327
C -1.8600 -2.7509 -1.3713
C -1.3130 -2.7520 -2.6447
C -2.1418 -2.7547 -3.7535
C -3.5151 -2.7537 -3.5962
C -4.0608 -2.7507 -2.3251
C -3.2363 -2.7515 -1.2148
H 1.1864 -4.8114 -1.5190
H 1.4908 -7.2378 -1.6245
H 0.2331 -8.7232 -0.1116
H -1.3598 -7.7456 1.5041
H -1.6227 -5.3065 1.6526
H -0.2393 -2.7459 -2.7812
H -1.7139 -2.7487 -4.7451
H -4.1592 -2.7492 -4.4640
H -5.1332 -2.7461 -2.2008
H -3.6646 -2.7356 -0.2232
```

Summary:
Frontier orbital gap, eV: 7.167
Maximum force, eV/Å: 1.46
LUMO energy, eV: -0.13
ΔE to the lowest compared entry with this formula, charge and spin, eV: 0.658
DFT total energy, a.u.: -2350.760484


[2]
Computed, not measured: an isolated molecule of C19H19N3O5S2, with the ωB97M-V functional and the def2-TZVPD basis.

Structure (XYZ):
```
48
Properties=species:S:1:pos:R:3
C 5.2675 2.7608 -2.6947
C 4.1259 3.2440 -1.7375
O 3.7772 2.0402 -1.0006
C 2.4755 1.9868 -0.8055
O 1.7168 1.9852 -1.7186
C 2.1949 1.3551 0.6035
C 1.2264 0.1811 0.3284
N 1.1611 -0.6148 1.5035
C 1.6136 -1.9557 1.3122
C 2.6469 -2.4676 2.0989
C 3.2087 -3.8041 1.9031
C 2.6929 -4.5607 0.8386
C 1.7524 -3.9456 -0.0942
C 1.1412 -2.7225 0.2284
S 0.0545 -0.1108 2.8338
O 0.2502 1.2453 3.2472
O 0.0666 -1.0837 3.9344
C -1.4709 -0.3367 1.8207
C -2.0203 -1.5539 1.4792
C -3.2751 -1.2883 0.8156
C -3.7513 -0.0022 0.7314
C -4.9176 0.5420 -0.0354
C -5.3571 1.8951 -0.2672
C -6.1968 2.2900 -1.1844
C -6.7553 1.3688 -2.1552
O -7.4630 1.6990 -3.0898
N -6.3225 0.0383 -1.8957
N -5.6174 -0.3865 -0.7904
S -2.4647 1.0172 1.4780
H 4.8569 2.1415 -3.4737
H 5.7538 3.5630 -3.2620
H 6.1996 2.3363 -2.3112
H 4.4875 4.0192 -1.0833
H 3.3270 3.5879 -2.3711
H 1.7699 2.1507 1.2632
H 3.0779 0.9326 0.9929
H 0.2203 0.4359 0.0083
H 1.7106 -0.3733 -0.4954
H 3.1608 -1.9178 2.9309
H 4.0327 -4.2481 2.4251
H 3.0741 -5.4978 0.6423
H 1.3833 -4.4746 -0.9800
H 0.3206 -2.3503 -0.3969
H -1.3924 -2.4398 1.6085
H -3.7885 -2.0365 0.2567
H -4.8771 2.6940 0.4080
H -6.4457 3.3589 -1.2686
H -6.6316 -0.6976 -2.5813
```

Summary:
Frontier orbital gap, eV: 7.896
Maximum force, eV/Å: 5.37
LUMO energy, eV: -0.78
ΔE to the lowest compared entry with this formula, charge and spin, eV: 4.253
DFT total energy, a.u.: -2072.110165


[3]
Computed, not measured: a cluster of 7 separate species, C31H75N4O17P in total, with the ωB97M-V functional and the def2-TZVPD basis.

Structure (XYZ):
```
128
Properties=species:S:1:pos:R:3
C 3.0928 0.9846 -2.8913
C 4.2416 0.0361 -3.2855
C 5.4047 0.0767 -2.2957
C 5.1161 -0.6611 -0.9621
O 4.0181 -1.5421 -1.1628
C 3.7870 -2.4775 -0.1833
O 4.1948 -3.8186 -0.5048
C 5.1046 -3.9168 -1.6000
C 4.4316 -3.9639 -2.9664
C 5.4708 -3.8424 -4.0987
N 4.4968 -2.2163 1.1104
C 3.6197 -2.8222 2.0626
O 3.8635 -3.6207 2.8727
C 2.2906 -2.1419 1.7083
N 1.2081 -2.5714 2.5595
P 2.6777 -0.3598 2.2587
N 2.6724 0.7300 0.9261
O 1.3163 0.0845 3.1843
C 2.2579 -2.5198 0.1841
C 1.3022 -1.5830 -0.5526
C 1.6180 -3.9154 0.1636
C 1.5223 -4.5054 -1.2862
C 0.0666 -4.6174 -1.7528
C -0.1121 -4.5899 -3.2847
N 0.8430 -3.7267 -3.9944
C 0.4152 -2.3288 -4.0792
C 1.2179 -4.2702 -5.2736
C 0.1295 -4.3410 -6.3387
O 2.3171 -4.6423 -5.4622
H 2.9031 0.9818 -1.8211
H 2.2030 0.7459 -3.4705
H 3.3968 1.9777 -3.2191
H 4.6252 0.4332 -4.2285
H 3.8924 -0.9648 -3.5203
H 6.2532 -0.4193 -2.7623
H 5.6312 1.1247 -2.1174
H 6.0371 -1.1909 -0.7182
H 4.9626 0.0539 -0.1601
H 5.9137 -3.1858 -1.5759
H 5.5893 -4.8888 -1.4844
H 3.8502 -4.8706 -3.0984
H 3.7705 -3.1100 -3.0812
H 5.6907 -4.8096 -4.5408
H 5.0614 -3.2489 -4.9135
H 6.3804 -3.3389 -3.7734
H 5.2799 -2.8725 1.1312
H 1.4349 -2.4882 3.5395
H 0.3304 -2.1291 2.3287
H 1.7568 0.8243 0.4922
H 2.9580 1.6520 1.2394
H 1.6502 0.8379 3.6877
H 1.7461 -0.6479 -0.8768
H 0.8094 -2.0326 -1.4078
H 0.5066 -1.3192 0.1516
H 2.1966 -4.6349 0.7348
H 0.6064 -3.8882 0.5434
H 2.0650 -3.8225 -1.9308
H 1.9887 -5.4853 -1.3452
H -0.5972 -3.8859 -1.2920
H -0.2944 -5.5942 -1.4220
H -1.1249 -4.1900 -3.4803
H -0.1213 -5.5991 -3.6985
H 0.1456 -2.0074 -5.0893
H -0.3842 -2.1303 -3.3703
H 1.2543 -1.6962 -3.7713
H -0.7926 -3.8862 -5.9878
H 0.4903 -3.7785 -7.1953
H -0.0903 -5.3685 -6.6082
O -5.1565 -5.9296 -1.5269
C -4.0673 -6.4747 -2.2596
C -3.7272 -5.5653 -3.4230
O -3.4104 -4.2651 -2.9449
H -5.9511 -6.0102 -2.0812
H -3.2248 -6.5372 -1.5701
H -4.3219 -7.4831 -2.6056
H -2.8687 -5.9438 -3.9815
H -4.5851 -5.4802 -4.1013
H -4.0129 -4.1027 -2.2047
O 1.8285 3.5530 2.2334
C 0.4189 3.3484 2.0680
C -0.3390 4.4461 2.7800
O 0.0513 5.7205 2.2678
H 2.0427 3.3767 3.1580
H 0.2228 3.3836 0.9968
H 0.1419 2.3622 2.4501
H -1.4141 4.3354 2.6404
H -0.1149 4.4272 3.8538
H 1.0020 5.6603 2.0927
O 0.0089 8.2283 3.9335
C -0.9132 8.1649 5.0232
C -0.4537 7.1198 6.0169
O 0.8511 7.4339 6.4908
H -0.0971 7.4089 3.4284
H -0.9264 9.1481 5.4876
H -1.9110 7.9370 4.6369
H -1.1258 7.0694 6.8750
H -0.4113 6.1337 5.5364
H 1.3282 7.7957 5.7304
O -3.3164 7.3629 2.4302
C -3.5219 8.7642 2.2140
C -3.6361 9.0312 0.7280
O -4.7076 8.2800 0.1735
H -2.4273 7.1513 2.1161
H -4.4479 9.0324 2.7208
H -2.6947 9.3266 2.6580
H -3.8232 10.0873 0.5332
H -2.7111 8.7313 0.2183
H -4.7016 7.4279 0.6307
O -1.5420 8.8134 9.5135
C -1.7566 10.2113 9.3014
C -1.8912 10.4824 7.8189
O -2.9658 9.7234 7.2774
H -0.6572 8.5995 9.1906
H -2.6786 10.4696 9.8205
H -0.9294 10.7809 9.7355
H -2.0881 11.5371 7.6253
H -0.9680 10.1906 7.3023
H -2.9488 8.8729 7.7384
O -7.6159 -9.4310 -4.5951
C -8.6400 -8.4728 -4.3189
C -8.2416 -7.6330 -3.1252
O -6.9974 -6.9869 -3.3831
H -7.6237 -10.0844 -3.8853
H -8.7314 -7.8497 -5.2075
H -9.5892 -8.9864 -4.1425
H -8.9883 -6.8680 -2.9142
H -8.1191 -8.2660 -2.2380
H -6.4640 -7.6237 -3.8808
```

Summary:
Frontier orbital gap, eV: 8.137
Maximum force, eV/Å: 4.26
LUMO energy, eV: 0.12
DFT total energy, a.u.: -3065.513404